1.
{"formula": "C5H11IO2", "method": "wB97M-V/def2-TZVPD", "lumo_energy_ev": 0.4, "homo_lumo_gap_ev": 8.9, "smiles": "CC[C@@H](C)C(O)(O)I", "total_charge": 0, "energy_ev": -17557.796, "symbols": ["C", "C", "C", "C", "C", "O", "O", "I", "H", "H", "H", "H", "H", "H", "H", "H", "H", "H", "H"], "xyz": [[-1.972, 0.495, 0.810], [0.966, 0.564, -1.492], [-0.407, 0.563, 0.651], [0.304, -0.281, -0.398], [1.402, -1.167, 0.301], [1.080, -1.940, 1.290], [2.262, -1.792, -0.533], [2.928, 0.298, 1.526], [-2.208, -0.463, 1.202], [-2.425, 1.214, 1.568], [-2.383, 0.720, -0.246], [1.853, 1.146, -1.107], [0.392, 1.470, -1.756], [1.269, -0.119, -2.376], [-0.108, 1.640, 0.347], [-0.064, 0.164, 1.646], [-0.483, -0.935, -0.837], [1.509, -2.794, 1.220], [2.224, -1.274, -1.287]], "forces_ev_per_angstrom": [[0.51, 1.71, -1.93], [1.14, 0.16, -0.49], [-0.39, 1.58, 1.42], [-0.10, -0.47, 0.46], [1.13, 1.50, -0.93], [-2.10, -1.08, 1.26], [-0.62, -1.50, 1.71], [-0.13, 0.33, -0.27], [-0.56, -1.12, -0.20], [1.00, -0.52, -1.13], [-0.05, -0.62, 1.83], [-0.33, -1.27, -0.08], [-0.55, -1.02, -0.56], [-0.59, 1.61, 0.97], [-0.35, -1.52, 1.53], [0.22, 1.35, -0.81], [0.81, -0.19, 0.06], [0.40, -0.26, -0.04], [0.58, 1.33, -2.82]]}

2.
{"formula": "C5H11IO5P2", "method": "wB97M-V/def2-TZVPD", "lumo_energy_ev": -0.1, "homo_lumo_gap_ev": 8.8, "total_charge": 0, "energy_ev": -42279.664, "symbols": ["C", "C", "C", "I", "C", "O", "C", "O", "P", "P", "O", "O", "O", "H", "H", "H", "H", "H", "H", "H", "H", "H", "H", "H"], "xyz": [[2.828, -1.420, 0.589], [1.909, -0.414, -0.180], [0.713, -1.083, -0.931], [0.701, -0.440, -3.038], [-0.671, -0.607, -0.288], [-1.638, -1.589, -0.751], [-2.330, -2.161, 0.281], [-2.795, -3.217, 0.159], [-1.252, 1.040, -0.998], [-0.823, 2.645, 0.398], [0.436, 2.472, 1.139], [-0.683, 3.995, -0.520], [-2.073, 2.868, 1.450], [2.595, -1.336, 1.668], [3.870, -1.062, 0.504], [2.722, -2.470, 0.276], [1.463, 0.259, 0.580], [2.481, 0.228, -0.869], [0.743, -2.181, -0.970], [-0.588, -0.598, 0.815], [-2.470, -1.597, 1.228], [-2.673, 0.958, -1.062], [-0.324, 3.704, -1.377], [-2.141, 2.008, 1.898]], "forces_ev_per_angstrom": [[-0.04, 0.92, 0.35], [-0.38, -0.32, 0.22], [-0.49, 1.51, 0.37], [0.43, -0.85, 0.17], [0.49, -0.68, -0.92], [0.23, 0.73, 1.43], [0.51, 1.55, 0.01], [-1.25, -2.54, -0.29], [-0.04, 0.44, -0.71], [0.48, 1.11, 1.41], [-0.04, -0.88, -0.17], [-1.18, -1.38, 0.39], [0.69, 0.02, -1.46], [0.06, -0.36, -0.52], [-0.41, -0.54, -0.10], [0.17, 0.45, -0.03], [0.35, -0.08, -0.53], [-0.18, -0.42, 0.34], [-0.07, 0.48, 0.10], [0.03, -0.13, -0.49], [0.51, 0.41, -0.46], [0.38, -0.16, 0.61], [-0.10, 0.31, 0.17], [-0.14, 0.40, 0.13]]}

3.
{"formula": "C5H11MgO4", "method": "wB97M-V/def2-TZVPD", "s2": 0.753, "lumo_energy_ev": [0.2, 0.2], "homo_lumo_gap_ev": [7.3, 8.8], "spin_multiplicity": 2, "total_charge": 0, "energy_ev": -18997.430, "symbols": ["C", "O", "C", "O", "C", "C", "O", "Mg", "H", "H", "H", "H", "H", "H", "H", "O", "H", "C", "H", "H", "H"], "xyz": [[-1.680, 2.033, 0.091], [-0.681, 1.964, 1.048], [-2.337, 0.672, -0.135], [-1.260, -0.259, -0.329], [-1.459, -1.583, -0.035], [-0.163, -2.301, 0.200], [0.740, -1.517, 0.907], [0.413, 0.388, 0.861], [-1.280, 2.382, -0.886], [-2.489, 2.738, 0.367], [-2.998, 0.661, -1.014], [-2.906, 0.358, 0.753], [-2.358, -2.050, -0.448], [0.270, -2.595, -0.788], [-0.401, -3.254, 0.716], [2.218, 0.979, 0.173], [2.543, 1.875, 0.300], [3.256, 0.060, -0.332], [4.017, 0.679, -0.827], [3.566, -0.581, 0.501], [2.989, -0.649, -1.125]], "forces_ev_per_angstrom": [[-0.03, 0.14, -0.15], [0.38, -0.39, 0.04], [-0.41, 0.04, 0.08], [0.20, 0.13, -0.08], [-0.14, -0.31, -0.13], [-0.01, -0.11, 0.00], [0.02, 0.57, 0.02], [-0.58, -0.43, -0.16], [-0.16, -0.06, 0.16], [0.21, -0.14, -0.03], [0.15, 0.00, 0.16], [0.18, 0.08, -0.18], [0.22, 0.15, 0.13], [-0.12, 0.01, 0.19], [0.08, 0.22, -0.11], [0.07, -0.97, -0.62], [0.20, -0.11, -0.19], [0.41, 0.34, 0.03], [0.17, -0.22, 0.76], [0.35, 0.54, -0.18], [-1.18, 0.51, 0.26]]}